1.
Computed, not measured: C5H6N4 in the gas phase, with ωB97M-V with the def2-TZVPD basis set.

Summary:
SMILES string: [H]/N=C/N(CC#N)CC#N
Gap between HOMO and LUMO: 10.390 eV
E_HOMO: -9.927 eV
Molecular weight: 122.131 g/mol

Last column: Löwdin charge in e.
Element x y z (Å)
C  0.7926  0.6918  -0.8236  -0.1208
H  1.7471  -2.8387  -0.1651  0.0359
C  1.0654  2.0515  -0.2369  -0.1804
H  1.7779  0.2190  -1.0574  0.1242
C  -2.3446  0.1837  -0.0631  -0.1580
H  0.2054  0.9154  -1.6977  0.1216
C  0.5237  -1.4695  0.1831  -0.2774
H  -0.8387  1.1788  1.1356  0.1214
H  -0.0986  -2.0960  0.9057  0.1527
N  0.0696  -0.1997  0.0605  -0.1587
N  1.6436  -1.8514  -0.2841  0.0844
C  -1.0989  0.1903  0.7555  -0.1694
H  -1.2823  -0.4032  1.6606  0.1306
N  -3.3110  0.3694  -0.6868  0.1464
N  1.1488  3.0586  0.3139  0.1474

=====

2.
Computed, not measured: C5H6N4 in the gas phase, with ωB97M-V with the def2-TZVPD basis set.

Summary:
SMILES string: CN1C=NC2=NN=C[C@@H]21
Gap between HOMO and LUMO: 9.210 eV
E_HOMO: -9.066 eV
Molecular weight: 122.131 g/mol

Last column: Löwdin charge in e.
Element x y z (Å)
N  0.0401  0.4515  -0.5968  -0.1651
C  0.0509  -0.3168  0.7174  -0.1152
H  -1.9410  -0.6513  2.2165  0.1212
H  0.7156  0.1317  1.3928  0.1317
N  0.0079  -2.7801  0.3905  0.1232
C  -1.1595  -1.0738  1.4704  -0.1379
N  -1.2060  -2.3565  1.4004  0.0598
H  -0.1836  2.1201  -1.7915  0.1042
H  -1.2538  2.0927  -0.2449  0.0744
C  -0.2813  1.8705  -0.6497  -0.0457
C  1.0330  0.0390  -1.2591  -0.2252
H  0.7890  2.4387  -0.2510  0.1591
N  1.5443  -1.1392  -0.8298  0.0948
H  1.2531  0.7866  -2.1291  0.1692
C  0.5915  -1.6133  0.1640  -0.3486

=====

Which is the most stable structure? 1 is the most stable.